Entry from the OMol25 dataset: a molecular structure, C5H13AlNO7P (ωB97M-V/def2-TZVPD).

XYZ file:
```
28
Properties=species:S:1:pos:R:3:forces:R:3
Al 1.181081 0.267566 0.792182 3.20 -3.92 0.15
O 3.248911 0.271356 -0.204878 1.61 3.47 1.86
H 3.350651 0.915126 -0.932718 -0.14 -0.07 0.22
P 1.918781 -2.234614 0.679422 4.59 -1.75 -2.76
O 0.472941 -2.084624 1.158182 -1.15 0.76 1.22
O 1.846641 -1.534914 -0.712758 1.00 -5.43 2.90
O 2.633431 -3.570764 0.329432 -1.59 -0.12 1.88
O 2.926941 -1.258314 1.376802 -2.83 -0.15 2.76
C -1.388829 1.917186 3.966522 0.53 -1.10 0.33
C -1.320389 0.789546 2.913492 0.74 -0.08 -0.53
O -0.106989 0.757966 2.199712 1.05 0.71 -1.66
H -1.388169 2.909626 3.515782 -0.05 -0.05 0.03
H -0.571409 1.819556 4.680942 0.45 0.20 -0.26
H -2.248469 1.748306 4.615052 -0.56 0.25 -0.25
H -2.233689 0.911946 2.331252 -0.04 0.29 -0.94
H -1.496599 -0.204534 3.324422 0.27 -0.13 0.69
C 0.783071 -0.468894 -1.950628 -2.36 -0.93 -2.09
O 1.446801 0.261366 -1.241328 -4.11 6.65 -2.25
N -0.329029 -0.113934 -2.612348 -0.18 1.24 0.08
C -1.203759 -1.159644 -3.075368 -1.28 0.47 0.00
C -0.828569 1.262796 -2.489728 -1.04 -1.48 0.32
H 0.888051 -1.563334 -1.892398 0.88 -0.01 -0.71
H -1.068969 -2.164784 -2.675838 1.10 0.19 -0.09
H -1.293529 -1.162714 -4.161668 0.09 -0.23 -0.20
H -2.204539 -0.977194 -2.683908 -0.40 0.42 -0.08
H -0.033109 1.948106 -2.196968 0.05 -0.11 -0.68
H -1.432199 1.435986 -3.380648 0.40 0.74 -0.26
H -1.549059 1.281826 -1.672028 -0.22 0.16 0.33
```
Forces are in eV/Å.

Output
- energy (Eh) = -1363.38225
- E_HOMO (eV) = 0.9267
- total charge = -2
- gap between HOMO and LUMO (eV) = 4.1

Atom charges from the Löwdin analysis, given in e for atoms 1 to 6: number 1, Al, carries 0.72; number 2, O, carries -0.32; number 3, H, carries -0.06; number 4, P, carries -0.04; number 5, O, carries -0.39; number 6, O, carries -0.42